[1]
Below is one molecule with the formula C6H9NOSi in a non-equilibrium geometry, with properties calculated with wB97M-V/def2-TZVPD.

The geometry in XYZ format:
```
18
Properties=species:S:1:pos:R:3:mulliken_charge:R:1
C -1.37 0.40 2.80 0.266
C -0.78 1.15 2.10 -0.728
C 1.24 0.32 -0.14 0.341
C 1.55 1.28 1.03 -0.510
C 0.11 1.71 1.24 0.188
C -0.15 -2.08 -1.91 -0.894
N -0.09 0.44 -0.44 0.004
O 2.04 -0.30 -0.77 -0.607
Si -1.02 -0.58 -1.40 0.053
H -2.08 -0.21 3.47 0.362
H 2.02 0.84 1.82 0.402
H 2.08 2.17 0.64 0.215
H -0.16 2.70 0.82 0.286
H 0.70 -2.38 -1.28 0.308
H -0.87 -2.94 -2.01 0.319
H 0.38 -1.91 -2.90 0.277
H -1.37 0.06 -2.57 -0.136
H -2.23 -0.68 -0.51 -0.148
```

charge	0
Kohn-Sham gap (alpha / beta)	8.00 / 7.99	eV
energy above the lowest of the compared OMol25 structures with the same formula, charge and spin	72.01	kcal per mole
LUMO (alpha / beta)	-1.10 / -1.10	eV
highest occupied orbital energy (alpha / beta)	-9.10 / -9.09	eV
E_tot	-653.3640	hartree

[2]
Below is one molecule with the formula C6H9NS in a non-equilibrium geometry, with properties calculated with wB97M-V/def2-TZVPD.

The geometry in XYZ format:
```
17
Properties=species:S:1:pos:R:3:mulliken_charge:R:1
C -1.73 -1.53 0.44 -1.079
C -0.93 -0.54 -0.49 0.080
C 0.16 1.63 -0.03 -0.475
C 1.20 0.48 0.01 0.444
C 2.63 0.58 0.26 -0.408
C 0.60 -0.64 -0.37 -0.528
H -1.43 -2.63 0.32 0.308
H -1.49 -1.00 1.49 0.291
H -2.79 -1.47 0.09 0.272
H -1.22 -0.75 -1.53 0.307
H -1.97 1.24 -0.37 0.215
H 0.20 2.21 -0.96 0.231
H 0.20 2.30 0.84 0.316
H 2.98 1.56 0.82 0.251
H 1.03 -1.63 -0.37 0.384
N -1.09 0.87 -0.05 -0.375
S 3.66 -0.69 -0.09 -0.234
```

SMILES	C[C@@H]1C=C(C=S)CN1
charge	0
Kohn-Sham gap	7.82	eV
energy above the lowest of the compared OMol25 structures with the same formula, charge and spin	49.84	kcal per mole
LUMO	-0.80	eV
highest occupied orbital energy	-8.62	eV
E_tot	-686.8834	hartree

[3]
Below is one molecule with the formula C6H9NS in a non-equilibrium geometry, with properties calculated with wB97M-V/def2-TZVPD.

The geometry in XYZ format:
```
17
Properties=species:S:1:pos:R:3:mulliken_charge:R:1
C -0.24 2.25 0.29 -1.517
C 0.78 1.21 -0.15 -0.047
C 0.80 -0.09 0.15 0.692
C 1.91 -0.92 -0.26 -0.565
C 3.17 -0.50 -0.33 -0.692
C -0.19 -0.73 1.00 -0.156
H -0.81 2.72 -0.50 0.354
H 0.35 3.05 0.70 0.417
H -0.89 1.95 1.06 0.424
H 1.47 1.65 -0.92 0.286
H 1.71 -1.96 -0.37 0.361
H 4.02 -1.18 -0.50 0.260
H 3.42 0.56 -0.18 0.252
H 0.27 -1.14 1.94 0.355
H -1.30 0.14 -1.42 0.151
N -1.43 -0.90 0.82 -0.468
S -2.23 -0.43 -0.61 -0.107
```

SMILES	C=CC(/C=N\S)=C/C
charge	0
Kohn-Sham gap	9.50	eV
energy above the lowest of the compared OMol25 structures with the same formula, charge and spin	52.69	kcal per mole
LUMO	0.72	eV
highest occupied orbital energy	-8.77	eV
E_tot	-686.8788	hartree

[4]
Below is one molecule with the formula C6H9NS in a non-equilibrium geometry, with properties calculated with wB97M-V/def2-TZVPD.

The geometry in XYZ format:
```
17
Properties=species:S:1:pos:R:3:mulliken_charge:R:1
C 0.97 -0.29 -1.55 0.190
C 0.15 1.13 -1.08 -0.841
C -1.09 0.55 1.01 -0.568
C 0.03 -0.44 1.51 -0.482
C 0.45 -1.48 0.56 -0.293
C 0.79 -1.48 -0.83 -0.477
H -0.26 1.59 -1.94 0.486
H 0.80 2.00 -0.81 0.344
H -1.56 1.69 -0.42 0.260
H -0.99 1.25 1.91 0.257
H -2.17 -0.17 0.99 0.284
H -0.34 -0.83 2.57 0.309
H 0.90 0.33 1.61 0.265
H 0.32 -2.40 1.05 0.347
H 1.18 -2.36 -1.25 0.438
N -0.99 0.78 -0.31 -0.270
S 1.80 0.15 -3.02 -0.248
```

SMILES	S=C1C=CCCNC1
charge	0
Kohn-Sham gap	7.18	eV
energy above the lowest of the compared OMol25 structures with the same formula, charge and spin	106.18	kcal per mole
LUMO	-1.02	eV
highest occupied orbital energy	-8.20	eV
E_tot	-686.7936	hartree

Question: Among the records above, which one has the lowest E_tot?
Answer: number 2

Please write out number 3 again, unchanged.
Below is one molecule with the formula C6H9NS in a non-equilibrium geometry, with properties calculated with wB97M-V/def2-TZVPD.

The geometry in XYZ format:
```
17
Properties=species:S:1:pos:R:3:mulliken_charge:R:1
C -0.24 2.25 0.29 -1.517
C 0.78 1.21 -0.15 -0.047
C 0.80 -0.09 0.15 0.692
C 1.91 -0.92 -0.26 -0.565
C 3.17 -0.50 -0.33 -0.692
C -0.19 -0.73 1.00 -0.156
H -0.81 2.72 -0.50 0.354
H 0.35 3.05 0.70 0.417
H -0.89 1.95 1.06 0.424
H 1.47 1.65 -0.92 0.286
H 1.71 -1.96 -0.37 0.361
H 4.02 -1.18 -0.50 0.260
H 3.42 0.56 -0.18 0.252
H 0.27 -1.14 1.94 0.355
H -1.30 0.14 -1.42 0.151
N -1.43 -0.90 0.82 -0.468
S -2.23 -0.43 -0.61 -0.107
```

SMILES	C=CC(/C=N\S)=C/C
charge	0
Kohn-Sham gap	9.50	eV
energy above the lowest of the compared OMol25 structures with the same formula, charge and spin	52.69	kcal per mole
LUMO	0.72	eV
highest occupied orbital energy	-8.77	eV
E_tot	-686.8788	hartree

Question: Which of these has the highest E_tot?
Answer: C6H9NOSi